(1)
88
Properties=species:S:1:pos:R:3:forces:R:3:mulliken_charge:R:1 method="wB97M-V/def2-TZVPD" max_force_ev_per_a=1.72 charge=+2 spin_multiplicity=2 total_energy_ha=-3368.44995 s2=0.760
C 3.960738 4.104345 -1.830430 0.000 -0.030 0.023 -0.25
H -3.083953 1.605491 -5.023343 -0.001 0.000 0.008 0.44
C -1.555591 4.615080 3.476981 -0.026 0.032 -0.006 0.41
H 1.400071 3.011177 3.770808 -0.015 0.022 0.076 0.50
C 1.943453 -1.453667 1.530435 0.186 -0.058 -0.086 0.87
H -3.432924 -2.809251 3.484514 -0.009 -0.009 -0.013 0.50
C -2.789486 -0.468076 1.123779 -0.104 0.221 0.144 0.67
H 0.632471 -2.268805 -2.505158 0.006 0.038 0.019 0.09
C -2.788545 1.348899 -4.014585 0.005 0.010 -0.008 -0.65
H -5.974750 0.298232 1.988254 -0.003 -0.019 -0.013 0.47
C 3.532248 -1.483276 3.352776 -0.023 -0.006 -0.011 -0.69
C 1.626520 4.355429 -1.378605 -0.017 0.048 -0.057 -0.12
H -1.812994 -2.475639 -0.682203 0.001 0.019 0.052 0.32
C -1.723930 2.011764 -3.416554 0.008 -0.034 0.015 -0.68
Cl -2.228560 6.184308 3.641759 0.006 0.022 -0.034 -0.16
H -5.613883 -1.650511 3.464131 0.011 0.014 0.007 0.44
H -3.437330 3.713592 3.010977 0.000 -0.021 0.012 0.51
H 4.443973 -0.896564 -4.327334 -0.017 -0.008 -0.001 0.43
C 2.409942 -3.508264 2.702066 -0.013 -0.005 -0.008 -0.84
H -0.526029 2.199748 -1.640372 -0.060 0.034 0.009 0.29
C -0.443429 -2.308909 -2.330668 -0.038 0.025 -0.004 0.29
C -3.119862 0.035720 -2.026305 0.027 0.012 -0.033 -0.56
H 1.482900 1.195730 -2.055626 0.028 -0.009 -0.011 0.35
H -3.669690 -0.725907 -1.487350 -0.003 0.006 -0.003 0.46
C -4.817627 -1.311502 2.814718 0.001 0.009 -0.001 -0.67
H -2.333889 -6.123019 -2.873910 0.014 -0.036 -0.003 0.30
H 1.056439 0.531441 3.693242 -0.050 -0.066 0.127 0.53
H -1.613929 -2.049023 1.992845 -0.010 -0.016 0.004 0.38
C 2.851433 -0.795522 2.361523 0.100 -0.095 -0.067 -1.06
C -5.025173 -0.219859 1.979682 0.032 0.018 -0.005 -0.70
C -2.573053 -1.543023 1.986675 -0.031 -0.039 -0.060 -0.52
C 0.075782 0.711172 3.271738 0.191 0.064 -1.709 -0.74
C -1.842074 2.271214 3.078010 -0.055 0.113 -0.215 0.32
C -0.473033 2.040583 3.317325 -0.406 0.401 1.111 -0.24
P 1.162207 -0.457223 0.242011 -0.320 0.170 0.936 0.88
H 2.900899 2.304416 0.844475 0.020 -0.008 0.005 0.54
C 3.075938 -1.721226 -1.342671 -0.002 0.007 -0.077 -0.47
C -4.011440 0.209625 1.137029 -0.059 -0.100 -0.013 -0.35
C 2.205087 -0.642453 -1.198354 0.241 0.454 -0.060 0.56
C -2.036008 0.684453 -1.434069 -0.162 0.576 0.086 0.04
C -3.485528 0.367426 -3.321919 0.002 -0.034 0.009 -0.77
H 4.835232 4.331362 -2.424205 0.002 0.028 0.029 0.47
H 1.058127 -3.363645 1.057252 0.003 -0.023 0.012 0.25
C -0.188361 4.432537 3.669257 0.135 -0.038 -0.081 -0.94
P -1.430461 0.179251 0.165628 0.585 -0.415 0.228 1.60
H 2.242673 -4.569566 2.829332 -0.009 0.009 -0.001 0.49
C 2.732613 4.671162 -2.136717 -0.026 0.021 -0.017 -0.84
H 3.036271 0.265101 2.223396 0.007 0.020 0.036 0.38
H 4.988699 2.801747 -0.451246 -0.015 -0.022 -0.010 0.46
C 3.303561 -2.842722 3.527633 0.015 0.023 0.000 -0.71
C 2.958856 0.262926 -3.301608 -0.011 -0.012 0.013 -1.00
C -1.673708 -6.081232 -2.010121 0.035 0.038 -0.010 -0.87
C 2.917356 2.958699 -0.013798 -0.022 -0.014 0.033 -0.09
C 4.048574 3.246236 -0.744848 0.028 0.023 -0.007 -1.06
H -0.603390 -0.134335 3.259803 -0.035 -0.004 0.354 0.28
C -0.739676 -2.325867 -0.834662 0.007 0.113 -0.009 -0.72
C 1.736752 -2.821420 1.700282 -0.069 0.042 0.055 -0.20
H 2.619508 5.362948 -2.959066 -0.002 -0.007 0.002 0.48
C -1.347332 1.682939 -2.124507 -0.067 -0.052 -0.055 -0.04
H -1.314471 -7.086284 -1.798877 -0.010 0.004 0.009 0.36
H -0.807378 -3.503592 -4.081337 -0.106 0.051 -0.020 0.47
H 4.534651 -2.656552 -2.598671 -0.001 0.009 -0.006 0.47
H 0.636255 4.755159 -1.538269 -0.010 -0.018 0.007 0.49
H -4.319202 -0.138488 -3.790162 0.001 0.009 0.001 0.47
S -0.218737 -5.072893 -2.376498 -0.017 -0.038 0.003 -0.09
H 0.438009 5.283941 3.896286 0.002 -0.013 0.013 0.47
H -0.879780 -1.415124 -2.784800 0.024 -0.014 -0.037 -0.07
C -1.003327 -3.554169 -3.011519 0.133 -0.060 0.034 -1.09
H -0.241672 -3.176700 -0.379209 -0.039 -0.048 0.013 0.27
C 2.159737 0.355772 -2.174621 -0.026 -0.096 -0.056 0.09
C 0.341775 3.164179 3.584732 0.153 0.032 0.063 -0.15
H 4.234858 -0.963930 3.990929 0.001 -0.002 -0.008 0.46
H -4.172972 1.064093 0.490012 -0.004 -0.008 -0.009 0.52
C -2.380233 3.546131 3.164999 -0.017 -0.107 -0.133 -0.99
H -2.081710 -3.637216 -2.863729 0.009 0.017 0.005 0.52
Ru 0.177877 1.409963 1.256349 -0.182 -0.443 -0.294 -0.07
O 0.618051 3.215867 0.330883 0.209 0.055 0.118 -0.83
C -3.593488 -1.968803 2.822842 0.014 0.015 0.000 -0.78
H -2.213598 -5.706140 -1.141878 -0.014 -0.001 -0.011 0.27
C 3.868186 -1.813037 -2.478320 -0.014 -0.013 0.021 -0.74
N 1.734779 3.497633 -0.350843 -0.022 -0.098 -0.121 0.64
H 2.922097 1.033193 -4.061086 -0.008 -0.011 -0.003 0.53
H -1.197668 2.787160 -3.957504 -0.003 -0.003 -0.002 0.47
N -0.368645 -1.089474 -0.103400 -0.074 -0.727 -0.437 0.51
C 3.812800 -0.824056 -3.451327 0.004 0.001 0.000 -0.72
H -2.487029 1.425515 2.878117 -0.043 0.022 0.127 0.55
H 3.131017 -2.492453 -0.585535 0.024 0.024 0.015 0.51
H 3.827135 -3.383940 4.304334 0.000 0.009 -0.006 0.41

***

(2)
91
Properties=species:S:1:pos:R:3:forces:R:3:mulliken_charge:R:1 method="wB97M-V/def2-TZVPD" max_force_ev_per_a=0.86 spin_multiplicity=5 total_energy_ha=-2996.17165 s2=6.031
C -2.759985 4.604962 3.899077 0.012 0.024 0.029 -0.42
H -0.040976 0.655587 1.542741 -0.026 0.025 0.062 -0.14
C 1.351609 -2.996510 3.722396 0.231 0.040 -0.226 0.50
N -0.280183 -3.858479 -1.005269 -0.162 0.057 -0.125 0.06
H -2.992338 5.794786 -3.786917 0.015 0.026 -0.017 0.39
C -2.720640 -1.732220 -0.538524 -0.027 0.015 0.269 -1.28
H -5.317887 2.103002 -1.478320 -0.008 -0.026 0.018 0.23
H 5.014095 -1.101324 -1.319363 0.002 -0.003 0.006 0.56
C 4.251414 -3.181112 1.217286 0.110 -0.013 0.026 0.02
H -1.422576 1.960891 -5.342797 0.003 0.028 -0.018 0.43
H 7.353443 -0.081277 -0.692945 -0.013 0.033 -0.008 0.32
H 1.480352 -1.067428 -3.374154 -0.021 -0.034 0.018 0.52
C 3.778016 1.135228 -2.222499 0.002 -0.025 -0.033 -0.67
C -4.793103 2.912048 -1.970004 -0.003 -0.009 -0.011 -0.17
N 0.054102 -2.686943 3.669310 -0.217 -0.001 -0.202 -0.22
H 3.555218 0.054621 -4.064689 0.012 -0.004 -0.028 0.41
H -2.700723 -2.069684 0.498091 -0.005 0.024 -0.053 0.63
C 6.426504 -1.842048 0.119724 -0.054 -0.011 -0.015 0.51
H 5.622242 -3.957875 2.655877 0.007 -0.048 0.048 0.49
H -3.489000 0.180949 1.188598 0.006 0.010 0.003 0.57
C 5.155631 -1.721344 -0.443173 0.032 0.038 -0.042 -0.80
H -2.020896 -2.516177 -3.354339 0.011 -0.016 0.024 0.28
C -1.233037 -0.533710 -3.054079 -0.012 -0.225 0.100 0.61
C -0.003395 -0.164191 2.263462 -0.079 -0.019 -0.163 -1.08
H -4.694910 1.014874 0.223894 0.011 -0.040 0.020 0.59
C -2.211077 -0.015561 -5.616612 0.003 -0.030 0.033 -0.58
C -3.702698 3.073125 2.303475 -0.058 0.018 -0.018 -0.18
H 8.466176 -1.155080 0.157511 0.021 -0.005 0.017 0.36
H -2.870344 -2.057595 -5.603216 -0.028 -0.027 -0.021 0.41
C -1.619451 4.711690 3.118499 -0.012 0.000 -0.008 -0.56
N 1.907250 -2.898599 2.447730 -0.281 -0.141 0.220 -0.24
S 2.889064 -4.070394 1.890462 0.120 -0.051 -0.108 1.31
H -0.893116 -0.120864 2.894906 -0.012 0.043 0.045 0.33
C -0.106504 -2.809039 6.025917 0.031 -0.023 -0.022 -0.77
C -3.467677 3.193022 -1.657481 -0.047 -0.028 -0.025 0.75
H 1.687110 0.921556 0.426863 0.007 -0.001 0.014 0.28
H -2.593396 0.186518 -6.606992 -0.020 0.010 -0.059 0.39
C -1.522201 3.994498 1.933950 0.014 0.009 0.009 -0.74
C -5.468145 3.659541 -2.926024 -0.019 -0.018 0.017 -0.73
H -0.618938 4.076154 1.339150 0.016 -0.010 -0.011 0.33
H -1.788239 4.456027 -2.120394 0.038 0.003 0.013 0.35
C -1.553556 0.978533 -4.908812 0.012 0.034 -0.009 -0.75
C 1.977714 -0.394788 -2.686806 0.012 0.087 -0.026 -0.27
O -0.513366 -3.725229 0.199117 0.166 -0.181 0.263 -0.42
C -4.825167 4.699048 -3.578830 0.004 0.028 -0.019 -0.46
H 3.762592 2.039553 -0.278059 0.010 0.012 0.015 0.43
H -6.498461 3.426970 -3.160474 -0.030 -0.006 -0.009 0.40
C -3.801563 3.785082 3.490510 -0.007 -0.008 -0.018 -0.71
Sb -0.640946 -0.813877 -0.989668 -0.007 0.808 -0.281 -0.40
H -0.534879 1.501165 -3.100798 -0.022 -0.028 -0.016 0.48
C -3.501891 4.987080 -3.278762 -0.003 -0.007 0.009 -0.61
H 4.682778 1.638906 -2.535767 0.028 0.021 -0.017 0.39
C -1.892485 -1.526053 -3.773237 0.016 -0.026 -0.028 -0.48
C -2.827973 4.230851 -2.331319 -0.010 0.025 -0.010 -0.66
C -2.372428 -1.272534 -5.050389 0.008 0.049 -0.006 -0.61
C -1.061192 0.716719 -3.637950 0.035 0.102 0.109 -0.21
C -3.775830 -0.672219 -0.786224 -0.020 0.006 -0.060 -0.54
O 3.369622 -4.858633 2.997315 -0.006 -0.015 -0.101 -0.73
H -5.351936 5.280753 -4.323116 -0.015 0.016 -0.020 0.40
H -1.700929 -2.302046 4.665644 -0.044 0.028 0.003 0.46
C -2.563215 3.172923 1.510666 -0.008 -0.001 0.052 0.50
C 3.144479 0.246930 -3.082096 0.026 -0.024 0.025 -0.82
C 2.089817 0.727383 -0.558251 0.005 0.110 -0.028 -0.41
C 1.440082 -0.130326 -1.432145 -0.141 -0.387 0.059 0.54
H -0.802851 5.347281 3.433180 0.027 0.022 0.013 0.39
C -3.722834 0.520835 0.175555 0.037 0.006 0.020 -1.36
H -4.694133 3.700159 4.095736 -0.029 -0.002 0.024 0.39
O -0.036088 -2.805494 -1.664296 0.109 -0.387 0.105 -0.34
C 7.595073 -1.125412 -0.494570 0.034 0.014 -0.004 -1.44
H -2.836824 5.157854 4.826216 -0.002 0.006 0.006 0.38
C 1.243513 -3.159050 6.084924 -0.068 0.013 0.017 -0.35
H -0.709672 -2.723487 6.917443 0.003 -0.004 0.018 0.38
H 1.711395 -3.349352 7.041763 0.002 0.002 0.021 0.41
H 7.564085 -2.758539 1.683544 0.029 -0.004 0.014 0.34
C 3.259980 1.363697 -0.957855 -0.032 0.005 0.061 -0.49
C -0.660948 -2.573106 4.786969 -0.025 -0.054 0.036 -0.31
C 4.070261 -2.384254 0.093671 -0.035 -0.054 -0.026 -0.21
H -4.746168 -1.170880 -0.662655 -0.011 0.037 -0.029 0.49
H -3.747053 -0.333751 -1.828207 0.017 -0.033 0.035 0.16
H 7.873269 -1.581678 -1.445707 0.004 -0.015 -0.026 0.33
C 1.994247 -3.249966 4.933168 0.007 -0.045 0.075 -0.72
Sb -2.274296 2.058397 -0.290566 0.032 -0.020 -0.022 1.02
C 6.583646 -2.649049 1.237523 -0.015 -0.027 0.049 -0.67
Ir 0.186985 -2.058001 1.447985 0.234 0.164 -0.006 1.93
H -4.531362 2.443814 2.001095 0.010 -0.009 -0.003 0.30
H -2.779636 -2.588837 -1.205513 0.014 -0.012 -0.079 0.59
H 0.876251 -0.020363 2.898606 0.044 0.012 0.040 0.52
H 3.040049 -3.510385 4.944988 -0.004 0.006 0.005 0.47
C 5.502658 -3.323892 1.790539 -0.010 0.114 -0.037 -0.50
H 3.094026 -2.291273 -0.365347 -0.018 -0.022 0.007 0.46
O 2.234364 -4.723124 0.790097 0.037 0.048 0.019 -0.68